(1)
ORCA calculation (ωB97M-V/def2-TZVPD) on a 2-piece molecular cluster, C8H8N4O4 overall in a non-equilibrium geometry.

Geometry as ORCA input:
```
! RIJCOSX wB97M-V def2-TZVPD def2/J DEFGRID3
* xyz 0 1
O 0.4753 1.5916 -1.9192
H 1.5114 -0.9215 -1.4812
H -0.1238 -0.0704 -2.5571
C -1.6116 0.7332 -1.1169
H -1.7913 1.6892 -1.5601
C -0.7923 -0.1938 -1.7281
O -3.1718 0.9290 0.6817
C -2.1985 0.3578 0.1723
O 1.5950 2.3108 2.3685
C 1.5145 -0.0008 1.6809
N -1.6271 -0.8064 0.7722
H 0.4506 -1.9208 -1.3124
C 1.2839 1.4206 1.6333
C -0.8112 -1.8117 0.1206
N 1.3536 -0.3119 -0.7196
H 0.7418 2.7718 0.1347
C 0.9603 1.1171 -0.8965
N 0.8752 1.7319 0.2864
N -0.4438 -1.3983 -1.0764
H 1.6181 -0.5298 2.6996
H 1.2856 -1.9056 0.8103
C 1.3472 -0.8252 0.6843
H -2.0037 -1.0703 1.7102
O -0.4374 -2.8867 0.6127
*
```

Output
Relative energy (zero: lowest compared OMol25 entry of this formula, charge and spin) in eV: 6.204
SMILES: O=c1cc[nH]c(=O)[nH]1.O=c1cc[nH]c(=O)[nH]1
Gap between HOMO and LUMO in eV: 8.619
E_HOMO in eV: -9.1

Population analysis type Löwdin, resulting atomic charges in e:
1. O 0.005
2. H 0.112
3. H 0.126
4. C 0.026
5. H 0.123
6. C -0.048
7. O 0.049
8. C -0.421
9. O 0.123
10. C -0.005
11. N 0.205
12. H 0.179
13. C -0.422
14. C -0.553
15. N 0.089
16. H 0.203
17. C -0.480
18. N 0.195
19. N 0.054
20. H 0.162
21. H 0.118
22. C -0.053
23. H 0.179
24. O 0.033

(2)
ORCA calculation (ωB97M-V/def2-TZVPD) on C10H30OP2PdSSi as an isolated structure in a non-equilibrium geometry.

Geometry as ORCA input:
```
! RIJCOSX wB97M-V def2-TZVPD def2/J DEFGRID3
* xyz 0 5
H -2.7220 -2.3954 1.8133
H 0.7151 2.6676 -1.1120
H -1.1394 -3.8870 -0.7166
H -3.4309 0.8572 -2.0752
C 1.3250 -0.1780 -2.1992
H -1.8864 -3.9840 1.8164
H -1.7301 3.1325 2.1677
P -0.4658 -2.2611 0.9108
H -0.3422 4.2588 2.3584
Pd -0.2854 0.0038 1.3832
H 1.3476 -0.3527 1.0533
H 2.4484 -0.9089 -0.5209
P 0.3351 2.2409 1.2426
H -1.4810 -2.7200 3.0544
H 2.0633 3.8301 1.6097
C -1.7738 -2.9067 2.0128
H 0.3875 4.1702 -0.1734
C -2.3781 0.6568 -1.8265
O 0.3183 0.2098 -1.5895
C 2.3250 -1.1424 -1.5930
S -0.1489 -0.0675 3.5119
H 1.2917 -3.2387 2.2312
H -2.7246 1.8092 0.5471
H -0.5109 2.8024 3.4326
H -2.0774 -0.2707 -2.3328
C 2.0285 2.7285 1.6204
H 3.3047 -1.0339 -2.0828
H 1.6585 -0.6526 -4.2334
H -1.9687 -2.3248 -1.0162
H 0.5836 -4.4039 1.0524
H -0.9592 3.0910 -0.6571
C 0.0876 3.1240 -0.3353
H 2.6649 0.6797 -3.5832
C -0.6681 3.2090 2.4242
H -3.1935 -0.5863 0.3692
H 1.9803 -2.1837 -1.7306
H 2.7018 2.3377 0.8456
C -1.0152 -2.7939 -0.7471
C 1.6581 0.2432 -3.5978
Si -2.2262 0.4977 0.0524
H -0.2638 -2.5348 -1.5043
H 0.9409 0.9654 -3.9768
C 0.9307 -3.3688 1.2044
H 2.3193 2.3463 2.6046
H -1.7667 1.4844 -2.2121
H 1.7426 -3.1503 0.4974
*
```

Output
Relative energy (zero: lowest compared OMol25 entry of this formula, charge and spin) in eV: 0.000
Gap between HOMO and LUMO (alpha / beta) in eV: 4.828 / 6.758
E_HOMO (alpha / beta) in eV: -4.3 / -7.8

Population analysis type Löwdin, resulting atomic charges in e:
1. H 0.025
2. H 0.035
3. H 0.047
4. H 0.018
5. C -0.464
6. H 0.043
7. H 0.024
8. P 0.618
9. H 0.044
10. Pd -0.044
11. H -0.026
12. H 0.034
13. P 0.603
14. H 0.021
15. H 0.044
16. C -0.287
17. H 0.047
18. C -0.338
19. O -0.070
20. C -0.046
21. S 0.069
22. H 0.048
23. H -0.094
24. H 0.014
25. H 0.005
26. C -0.281
27. H 0.081
28. H 0.098
29. H 0.026
30. H 0.046
31. H 0.023
32. C -0.269
33. H 0.091
34. C -0.290
35. H -0.096
36. H 0.083
37. H 0.043
38. C -0.259
39. C -0.018
40. Si 0.440
41. H 0.026
42. H 0.083
43. C -0.275
44. H 0.044
45. H 0.003
46. H 0.027

(3)
ORCA calculation (ωB97M-V/def2-TZVPD) on C3H9CeFN2O2S as an isolated structure in a non-equilibrium geometry.

Geometry as ORCA input:
```
! RIJCOSX wB97M-V def2-TZVPD def2/J DEFGRID3
* xyz 3 2
Ce 1.1512 -2.3157 -0.9734
H -0.4024 2.2280 -0.2966
O 2.7689 0.7448 -1.1821
H -2.1902 0.2152 0.9149
H 0.6181 2.6397 1.1434
N 0.9043 0.6912 0.4316
N -1.4192 -0.1295 0.3571
H 1.3450 2.6655 -0.4555
S 1.6290 0.1440 -0.7423
O 0.8004 -0.4601 -1.8100
H 0.1251 -1.1404 1.2661
H -2.8071 -1.6867 -0.0791
H -1.9053 -1.1147 -1.4496
H -1.1466 -2.1307 -0.1945
C 0.5766 2.2257 0.1509
F 2.4488 -1.4255 0.1477
C -0.2492 -0.1337 1.0813
H -0.3942 0.2687 2.0716
C -1.8532 -1.2857 -0.3816
*
```

Output
Gap between HOMO and LUMO (alpha / beta) in eV: 6.499 / 6.513
E_HOMO (alpha / beta) in eV: -22.3 / -22.3

Population analysis type Löwdin, resulting atomic charges in e:
1. Ce 1.923
2. H 0.115
3. O 0.008
4. H 0.173
5. H 0.131
6. N -0.189
7. N -0.034
8. H 0.113
9. S 0.734
10. O -0.261
11. H 0.118
12. H 0.139
13. H 0.113
14. H 0.037
15. C 0.140
16. F -0.243
17. C -0.156
18. H 0.181
19. C -0.043

(4)
ORCA calculation (ωB97M-V/def2-TZVPD) on C37H35Ge2MgN7O4S as an isolated structure.

Geometry as ORCA input:
```
! RIJCOSX wB97M-V def2-TZVPD def2/J DEFGRID3
* xyz 1 2
H -2.6552 -4.8396 2.5710
N 3.3426 -6.0067 4.8503
C -0.7008 3.8004 4.1725
C 2.6069 -2.8257 3.1754
C 2.7966 0.5158 0.2356
C -1.1010 2.4760 4.0701
C -3.0745 0.8071 -0.3653
H 3.0294 -6.4603 5.6917
C 2.2039 0.1505 -1.9647
H 0.4868 -0.5712 -6.1858
H 4.7337 1.3673 0.5951
H 0.9499 -5.2445 5.6837
C -0.9567 -2.3605 1.3879
H 2.8561 0.2831 -5.8050
H -2.9287 4.9908 -2.0386
H 3.0747 -2.1287 2.4917
O 1.4821 -0.0613 2.9817
C -2.7036 -4.2045 0.5127
H -1.8201 5.6666 -0.8426
H -0.2484 -3.2047 4.9500
H -1.6964 -1.2529 -5.1947
H -0.2418 5.6052 3.1034
H -0.7022 4.6369 0.9019
H -6.0174 -1.6393 -1.0293
C 3.2783 -3.9627 3.5706
H 1.4308 4.5863 -2.2199
O -0.5879 -0.8772 4.0838
C 1.4112 -4.5665 4.9760
C -4.6967 -0.1753 -1.8784
O 4.8901 1.5596 -5.5288
C -3.6467 0.6990 -1.6387
C 2.6890 -4.8507 4.4818
H -1.1823 1.8533 4.9513
C -1.0038 -0.9619 -3.1796
C -3.5846 0.0020 0.6609
H 5.3357 1.4258 -1.8011
C 2.6620 0.2394 -4.7419
C 1.0523 3.8194 -1.5419
H -1.4900 5.8757 -2.5689
C 3.4395 0.5976 -2.4428
C -2.2832 -4.1332 1.8367
S 0.5004 -1.1044 3.1749
H -5.1428 -0.2292 -2.8637
C -0.8623 -0.9651 -4.5714
H -2.4495 -3.2357 -1.3906
H 1.6107 2.8985 -1.7215
H -3.2763 1.3167 -2.4498
Ge -1.5546 1.9932 -0.1103
C 0.7390 -3.4310 4.5722
C 1.3904 -0.2050 -4.2600
Ge -0.8577 3.5208 -1.8783
H -1.6510 0.8852 2.7858
H 4.3396 -6.0328 4.7205
H -2.0205 2.4896 -3.9608
C -1.3775 1.9290 2.8274
C 4.3732 1.0546 -1.4867
C -5.1912 -0.9642 -0.8470
C -4.6358 -0.8697 0.4227
C 4.0427 1.0172 -0.1582
C 1.3359 -2.5580 3.6722
N -0.0252 -0.6214 -2.3600
H -1.9449 -1.2331 -2.7157
H 2.5088 0.4512 1.2811
H -0.6565 3.5244 -4.3789
H -0.3616 1.8874 -3.7859
H 4.2704 -4.1710 3.1888
C -0.5608 4.5738 3.0273
C -1.8794 5.1867 -1.8179
H -0.4869 4.2279 5.1434
C 1.1636 -0.2469 -2.8843
N 4.9174 1.0018 -4.4567
H -3.1699 0.0565 1.6592
C -2.1737 -3.2635 -0.3425
C 3.6191 0.6045 -3.8719
H -5.0232 -1.4761 1.2314
N -1.3064 -2.3454 0.0728
C -1.0045 2.7617 -3.6788
Mg -0.0652 -0.5711 -0.2205
N -1.4252 -3.2286 2.2858
C -1.2518 2.6929 1.6662
C 0.3397 -0.5877 -5.1132
H 1.2395 4.1394 -0.5172
N -0.0584 -1.3772 1.6636
C -0.8240 4.0204 1.7845
N 1.9042 0.0941 -0.6454
H -3.4035 -4.9516 0.1727
O 5.9163 0.7107 -3.8329
*
```

Output
Relative energy (zero: lowest compared OMol25 entry of this formula, charge and spin) in eV: 0.428
Gap between HOMO and LUMO (alpha / beta) in eV: 5.911 / 5.952
E_HOMO (alpha / beta) in eV: -9.7 / -10.1

Population analysis type Löwdin, resulting atomic charges in e:
1. H 0.121
2. N 0.111
3. C -0.064
4. C -0.060
5. C -0.055
6. C -0.059
7. C -0.377
8. H 0.097
9. C -0.148
10. H 0.135
11. H 0.125
12. H 0.115
13. C -0.470
14. H 0.143
15. H 0.024
16. H 0.108
17. O -0.327
18. C -0.043
19. H 0.011
20. H 0.112
21. H 0.122
22. H 0.107
23. H 0.062
24. H 0.109
25. C -0.025
26. H 0.030
27. O -0.289
28. C -0.019
29. C -0.083
30. O 0.115
31. C -0.144
32. C -0.313
33. H 0.113
34. C -0.088
35. C -0.109
36. H 0.120
37. C 0.086
38. C -0.230
39. H 0.028
40. C -0.057
41. C -0.087
42. S 0.613
43. H 0.108
44. C -0.007
45. H 0.113
46. H -0.006
47. H 0.077
48. Ge 0.977
49. C -0.062
50. C -0.125
51. Ge 0.677
52. H 0.059
53. H 0.096
54. H 0.015
55. C -0.121
56. C 0.043
57. C -0.073
58. C -0.075
59. C 0.010
60. C -0.310
61. N 0.069
62. H 0.105
63. H 0.095
64. H 0.033
65. H -0.012
66. H 0.113
67. C -0.074
68. C -0.239
69. H 0.109
70. C -0.148
71. N -0.341
72. H 0.094
73. C -0.118
74. C -0.059
75. H 0.113
76. N 0.056
77. C -0.232
78. Mg 0.642
79. N 0.163
80. C -0.359
81. C 0.028
82. H 0.017
83. N -0.151
84. C -0.136
85. N 0.068
86. H 0.106
87. O 0.101

(5)
ORCA calculation (ωB97M-V/def2-TZVPD) on a 2-piece molecular cluster, C10H21FN2O2PS overall in a non-equilibrium geometry.

Geometry as ORCA input:
```
! RIJCOSX wB97M-V def2-TZVPD def2/J DEFGRID3
* xyz -1 1
H -2.5600 -0.0906 -3.0637
C -0.2852 -2.8149 3.9145
O -1.2042 -3.4342 4.5433
P -0.3456 -0.1224 -0.2532
H -1.0002 -0.7605 4.4936
C -0.5060 -0.0237 -3.6680
C 2.1279 -0.6195 1.3034
C 0.6675 2.2568 -3.3143
H 0.9090 3.1786 -3.8501
H 0.3293 2.5351 -2.3127
S -3.2605 0.8084 1.6616
O 0.9435 -0.5740 3.8838
H 1.4032 1.5258 -0.6654
H 0.4344 -1.0833 -0.8920
H 3.1145 -0.6984 1.7658
H -1.5980 -1.4251 -2.4220
H 1.4631 -1.2474 1.9042
F -0.0342 2.3261 0.4958
H -0.4886 -2.4964 2.8672
C -0.4112 1.4613 -4.0466
C 0.0261 -1.1626 4.5682
C -1.5825 -0.3489 -2.6443
H 0.7579 -3.1957 4.0061
N -1.0837 -0.8364 1.0944
C -2.0731 -0.2653 1.6470
H -0.7459 -0.6124 -4.5619
H 2.4379 1.5151 1.5561
H -0.2278 1.5390 -5.1238
C 0.7967 1.2398 0.2015
H 2.2322 -1.0206 0.2855
N -1.4248 0.4449 -1.4069
H 0.2572 -1.4214 5.6190
H -2.3155 0.5083 -0.9081
H 0.9628 0.8856 2.2825
H 1.5925 1.6789 -3.2031
H -1.3871 1.9204 -3.8442
C 1.6085 0.8159 1.4011
H 0.4699 -0.3864 -3.3143
*
```

Output
Gap between HOMO and LUMO in eV: 3.298
E_HOMO in eV: -1.1

Population analysis type Löwdin, resulting atomic charges in e:
1. H 0.117
2. C -0.409
3. O -0.171
4. P 0.939
5. H 0.079
6. C -0.226
7. C -0.138
8. C -0.119
9. H 0.067
10. H 0.052
11. S 0.490
12. O -0.203
13. H 0.103
14. H 0.045
15. H 0.076
16. H 0.106
17. H 0.044
18. F -0.061
19. H 0.055
20. C -0.260
21. C -0.359
22. C -0.275
23. H 0.084
24. N -0.183
25. C -0.882
26. H 0.106
27. H 0.112
28. H 0.097
29. C -0.427
30. H 0.047
31. N -0.156
32. H 0.091
33. H 0.038
34. H 0.093
35. H 0.070
36. H 0.106
37. C -0.242
38. H 0.096

(6)
ORCA calculation (ωB97M-V/def2-TZVPD) on C22H25CoN5OS2Si as an isolated structure.

Geometry as ORCA input:
```
! RIJCOSX wB97M-V def2-TZVPD def2/J DEFGRID3
* xyz 1 5
H -3.2453 -2.6217 -1.5304
O 1.7442 1.3457 1.4468
H -3.1749 3.6774 1.0683
H -4.9080 -0.2267 -2.5974
H 3.0956 4.8530 1.8816
H -0.7495 3.1373 1.2807
N 1.3733 1.8120 -3.0231
H 4.0738 1.4348 -0.5070
H -6.4649 -1.6398 1.1283
C 2.7428 3.8294 1.9446
H 1.8933 3.7710 2.6186
H -3.2839 -3.0282 0.1958
H 2.2859 4.3283 -2.6187
C -5.5075 -0.2672 -1.6821
C -5.6002 -0.9824 1.2783
H -0.0772 -3.5722 1.4418
C -1.8115 0.2154 0.2506
C 3.1851 -0.6006 -0.1684
C -3.6653 1.6639 0.4499
C 3.7083 -1.8549 -0.0622
H -6.3748 -0.9108 -1.8738
H 3.5293 3.1890 2.3353
C 1.8771 2.0943 0.4635
H 3.0178 -6.4019 0.6593
C -3.2010 0.3790 0.1524
N 2.3506 3.3774 0.5981
H -5.9781 0.0165 1.5215
C 5.4529 -0.1825 -0.4943
C 1.6996 2.3570 -1.8502
H -5.8823 0.7413 -1.4764
C 2.1763 3.6975 -1.7465
C 2.9342 -3.0442 0.2958
H 6.3936 0.3194 -0.6753
Co 1.1671 -0.3117 0.1577
N 1.5683 1.6157 -0.7597
C 2.6398 -5.3867 0.6696
C 3.4489 -4.3329 0.2870
C -1.4652 2.3878 0.9444
C -2.8087 2.6832 0.8428
N 1.6820 -2.7846 0.6979
H -4.7199 -3.2938 -0.8086
S 5.4089 -1.8769 -0.3038
H 0.6775 -5.9106 1.3939
H 1.0669 0.8534 -3.0539
C 2.4898 4.1499 -0.5143
H 1.4729 2.3174 -3.8832
H 4.4772 -4.4969 -0.0130
C 0.9169 -3.8088 1.0924
Si -4.5277 -0.9300 -0.2440
C -3.8710 -2.6225 -0.6334
H 2.8691 5.1496 -0.3518
H -4.7316 1.8766 0.3814
H -5.0403 -1.3505 2.1447
S -0.9132 -1.2593 -0.0900
C 1.3470 -5.1212 1.0823
N -0.9814 1.1805 0.6504
C 4.2176 0.3659 -0.3943
*
```

Output
Relative energy (zero: lowest compared OMol25 entry of this formula, charge and spin) in eV: 0.000
Gap between HOMO and LUMO (alpha / beta) in eV: 8.110 / 6.575
E_HOMO (alpha / beta) in eV: -10.8 / -10.8

Population analysis type Löwdin, resulting atomic charges in e:
1. H 0.024
2. O 0.007
3. H 0.109
4. H 0.038
5. H 0.097
6. H 0.109
7. N 0.213
8. H 0.092
9. H 0.041
10. C 0.029
11. H 0.101
12. H 0.017
13. H 0.123
14. C -0.174
15. C -0.172
16. H 0.088
17. C -0.683
18. C -0.187
19. C -0.075
20. C -0.506
21. H 0.041
22. H 0.107
23. C -0.565
24. H 0.119
25. C -0.224
26. N -0.020
27. H 0.032
28. C -0.397
29. C -0.340
30. H 0.031
31. C 0.024
32. C -0.291
33. H 0.076
34. Co 0.722
35. N 0.102
36. C -0.039
37. C -0.019
38. C -0.127
39. C -0.052
40. N 0.060
41. H 0.042
42. S 1.081
43. H 0.113
44. H 0.125
45. C -0.014
46. H 0.125
47. H 0.103
48. C -0.134
49. Si 0.497
50. C -0.212
51. H 0.143
52. H 0.107
53. H 0.041
54. S 0.714
55. C -0.045
56. N -0.010
57. C -0.203

no.,electronic energy (hartree)
1,-829.532387
2,-1972.356581
3,-1351.476130
4,-6867.175555
5,-1492.830889
6,-3670.826124